No. 1
18
Properties=species:S:1:pos:R:3 method="wB97M-V/def2-TZVPD" lumo_energy_ev="-8.118 / -13.190" total_charge=+2 homo_energy_ev="-16.1861 / -16.1861" de_lowest_kcal_mol=22.7 homo_lumo_gap_ev="8.1 / 3.0" spin_multiplicity=2
C 0.54519 0.63639 -1.64819
C 2.01615 1.03867 -1.54804
S 3.13380 -0.42637 -1.34220
N -0.10530 0.32058 -0.29220
H 0.07995 1.59244 -1.90272
H 0.27987 -0.14610 -2.35750
H 2.29514 1.35382 -2.56958
H 2.25344 1.87848 -0.89335
H 3.93668 -0.23210 -2.44262
H -1.09408 0.30623 -0.57447
H 0.03923 -0.58202 0.16699
H 0.09454 1.08223 0.35729
H -1.07901 -1.52675 5.03808
H -2.44057 -1.05732 5.12352
O -1.69043 -1.00656 4.53006
H -3.17190 -0.85199 -0.49253
H -2.71974 -1.41753 0.81365
O -2.37297 -0.96210 0.03383

---

No. 2
9
Properties=species:S:1:pos:R:3 method="wB97M-V/def2-TZVPD" lumo_energy_ev="7.362 / 7.361" total_charge=-2 homo_energy_ev="1.0449 / 1.8254" de_lowest_kcal_mol=56.5 homo_lumo_gap_ev="6.3 / 5.5"
C -1.79738 0.25883 0.02315
C -0.49769 -0.48400 -0.04792
N 1.42830 0.93935 -0.23854
N 2.52876 0.68829 0.02107
O 3.26763 -0.29319 0.38023
O -2.18467 0.27569 1.24012
O -2.35601 0.71948 -1.00526
H -0.03024 -1.02474 0.67699
H -0.35869 -1.07971 -1.04985

---

No. 3
33
Properties=species:S:1:pos:R:3 method="wB97M-V/def2-TZVPD" lumo_energy_ev=0.840 total_charge=0 homo_energy_ev=-7.5318 de_lowest_kcal_mol=151.6 homo_lumo_gap_ev=8.4 smiles="C=C(CC)OC(C)=O.CN1C=CCC=N1"
C -2.50894 -0.17770 1.04650
C -1.84945 -0.97719 2.15180
C -2.36930 -0.47752 -0.23694
C -0.64500 -1.61904 1.49875
C 2.39969 -0.94060 -0.24262
C 3.09127 -1.30193 -1.58232
C 1.14288 2.97337 -0.09606
C 1.11871 0.73495 2.05557
C -1.58370 -2.20555 -1.77802
C 0.13215 1.77668 0.11439
C 0.93818 0.73706 0.72018
N -1.46824 -1.43363 -0.59695
N -0.47820 -1.83605 0.26789
O 2.54457 -1.63821 0.75805
O 1.63448 0.18582 -0.33313
H -2.80903 0.81609 1.35576
H -1.57415 -0.26573 3.01440
H -2.54506 0.14179 -1.00447
H 0.19850 -1.93646 2.19041
H 2.67898 -2.33884 -1.74491
H 2.98817 -0.75328 -2.51468
H 4.12682 -1.44773 -1.42733
H 0.72747 3.65264 -0.93405
H 1.35367 3.37243 0.84877
H 1.98403 2.52965 -0.55953
H 1.81188 0.14056 2.61943
H 0.27260 1.37282 2.52716
H -2.77072 -1.51318 2.47226
H -2.29216 -3.00567 -1.85426
H -1.83666 -1.42454 -2.61178
H -0.58845 -2.44117 -2.06024
H -0.12441 1.55712 -0.84628
H -0.72366 2.20187 0.58353

---

No. 4
101
Properties=species:S:1:pos:R:3 method="wB97M-V/def2-TZVPD" lumo_energy_ev=3.765 total_charge=-2 homo_energy_ev=0.4608 de_lowest_kcal_mol=34.4 homo_lumo_gap_ev=3.3
Pd -0.63169 -0.13445 0.19884
C -4.15779 1.84799 -0.38069
C -5.19862 0.88308 -0.08425
C -4.88836 -0.33954 0.36495
C -3.45030 -0.81920 0.42685
N -2.53345 0.34502 0.59928
C -2.89848 1.51158 0.02042
C -1.94892 -2.62039 1.47486
C -1.53307 -3.42751 2.52598
C -0.37499 -4.18721 2.45185
C 0.38243 -4.15702 1.28103
C -0.01968 -3.35872 0.22520
C -1.17158 -2.56598 0.31299
H -4.37162 2.83171 -0.77925
H -6.24220 1.17688 -0.16977
H -5.65706 -1.04839 0.64679
H -2.10838 2.25478 -0.04784
H -2.14536 -3.46369 3.42341
H -0.07098 -4.80665 3.28903
H 1.28364 -4.75671 1.19509
H 0.55083 -3.31123 -0.69567
O 1.63570 -0.98892 2.14635
C 2.14065 -0.76691 1.07343
N 3.53830 -0.72936 0.90583
C 3.87015 -0.62199 -0.49127
C 2.45385 -0.36956 -1.09333
O 2.32023 -0.11273 -2.28556
N 1.51290 -0.48821 -0.14896
C 4.78041 0.57236 -0.78687
C 5.11151 0.89606 -2.10352
C 5.92953 1.98294 -2.37471
C 6.44396 2.75443 -1.33782
C 6.12369 2.43174 -0.02884
C 5.29117 1.34869 0.24180
C 4.49713 -1.90744 -1.03081
C 3.85948 -2.70777 -1.96911
C 4.46182 -3.88081 -2.41505
C 5.70314 -4.26223 -1.93297
C 6.34459 -3.46819 -0.99075
C 5.74482 -2.29906 -0.54827
H 4.07254 -1.32368 1.51846
H 4.69284 0.30486 -2.90769
H 6.16298 2.23449 -3.40284
H 7.08699 3.60051 -1.55155
H 6.51368 3.02849 0.78801
H 5.00874 1.11212 1.25967
H 2.88907 -2.41388 -2.34766
H 3.94944 -4.50074 -3.14050
H 6.17134 -5.17256 -2.28756
H 7.31349 -3.75953 -0.60294
H 6.25417 -1.67399 0.17921
C 2.21093 4.75136 2.28355
N 1.81493 3.38427 2.05871
C 2.45086 2.39343 2.91601
P 0.64042 2.94011 0.97567
O 0.04673 1.65947 1.42404
N 1.33618 2.94414 -0.51246
C 2.64228 3.48020 -0.83352
C 0.53760 2.53107 -1.66390
N -0.51054 4.12483 0.91834
C -1.57690 4.12655 1.91077
C -0.50459 5.24844 0.01399
H 3.28730 4.88814 2.11446
H 1.99538 5.05889 3.31411
H 1.67836 5.42429 1.61203
H 3.53321 2.36117 2.73771
H 2.03201 1.40673 2.72693
H 2.28682 2.64697 3.96940
H 3.24011 3.60808 0.06480
H 2.57047 4.44813 -1.35264
H 3.17312 2.78590 -1.49029
H -0.28082 1.88574 -1.34995
H 1.16017 1.94155 -2.33872
H 0.13126 3.39761 -2.20368
H -1.54610 3.20258 2.48434
H -2.55226 4.16846 1.41961
H -1.47992 4.98450 2.58933
H 0.33349 5.17826 -0.67706
H -0.42567 6.19884 0.55977
H -1.42944 5.27911 -0.57262
S -5.53856 -4.74576 -0.43225
C -4.39494 -3.40177 -0.02860
C -3.70726 -2.82048 -1.08767
C -2.98597 -1.51238 -0.85770
N -1.49538 -1.70180 -0.76653
C -3.29662 -1.90660 1.53393
C -4.34216 -2.98323 1.28373
C -6.93686 -3.73578 -0.86816
C -7.14942 -3.32480 -2.17604
C -8.25546 -2.53623 -2.46981
N -9.14625 -2.13330 -1.56465
C -8.92282 -2.51950 -0.30630
C -7.85300 -3.30993 0.08547
H -3.65123 -3.29333 -2.06052
H -3.15922 -0.83038 -1.69297
H -3.42503 -1.44625 2.51764
H -4.99587 -3.35590 2.06013
H -6.44456 -3.60596 -2.94634
H -8.43149 -2.20361 -3.48885
H -9.64031 -2.17083 0.43095
H -7.71563 -3.58450 1.12258